Density functional theory data (wB97M-V/def2-TZVPD) for a molecular structure, C6H11Cl4FeO2Tm in a non-equilibrium geometry.

The geometry in XYZ format:
```
25
Properties=species:S:1:pos:R:3:lowdin_charge:R:1
Fe 0.768 -0.962 -3.672 0.219
Cl 0.820 -2.921 -2.766 -0.191
C 1.643 0.730 -2.918 -0.303
C -1.051 -0.237 -4.219 -0.308
H 1.661 1.285 -3.881 -0.047
H 1.173 1.356 -2.148 -0.069
H 2.693 0.488 -2.686 -0.058
H -0.812 0.717 -4.677 -0.061
H -1.848 -0.031 -3.493 -0.046
H -1.402 -0.901 -5.026 -0.058
Tm -0.378 0.148 0.996 1.433
C -2.162 -1.167 1.711 -0.317
C -1.109 1.902 -0.029 -0.259
H -3.147 -0.776 1.466 -0.047
H -2.139 -2.172 1.257 -0.038
H -2.215 -1.378 2.782 -0.049
H -2.064 1.831 -0.688 -0.031
H -0.384 2.640 -0.512 -0.053
Cl 1.839 1.295 5.601 0.589
C 1.672 -0.193 4.628 -1.496
Cl 3.237 -1.014 4.595 0.608
Cl 0.431 -1.270 5.315 0.620
C 1.100 0.164 3.183 -0.734
O 0.169 1.019 3.000 -0.145
O 1.506 -0.554 2.181 -0.158
```

Calculated values
Strongest force on any atom = 3.15 eV/Å
Spin multiplicity = 8
Orbital gap (alpha / beta) = 5.36 / 6.17 eV
Net charge = -1